(1)
The following is a quantum chemistry calculation of an isolated ion of composition C5H8N and charge +1 in a non-equilibrium geometry, from the OMol25 dataset.

Cartesian coordinates (Å):
1 C 1.41295 -0.12880 -0.06250
2 C 0.21652 -0.29768 0.07732
3 C -1.76128 -0.76438 1.10487
4 C 2.82160 -0.10258 -0.00931
5 C -1.62959 0.42284 -1.09511
6 N -1.13198 -0.24024 0.06924
7 H -2.78807 -0.57581 1.34090
8 H -1.25863 -1.06752 1.98920
9 H 3.13928 -0.91855 -0.59220
10 H 3.31711 0.82426 -0.30857
11 H 3.13293 -0.37164 0.99879
12 H -1.48069 -0.17770 -2.15093
13 H -0.82734 1.25951 -1.23115
14 H -2.66382 0.65458 -0.96764

* net charge: +1
* highest occupied orbital energy: -14.53 eV
* relative energy (zero: lowest compared OMol25 entry of this formula, charge and spin): 3.978 eV
* lowest unoccupied orbital energy: -5.74 eV
* energy: -6794.110 eV


(2)
The following is a quantum chemistry calculation of an isolated ion of composition C5H8N and charge +1 in a non-equilibrium geometry, from the OMol25 dataset.

Cartesian coordinates (Å):
1 C 0.30118 -0.57183 -0.46955
2 C -0.24193 0.66692 -0.40716
3 C -0.93311 1.00441 0.69858
4 C -1.73489 2.23575 0.96867
5 C 1.83323 -2.56820 -0.80350
6 N 0.94305 -1.53219 -0.64521
7 H -0.18322 1.35574 -1.16521
8 H -0.83240 0.16827 1.51044
9 H -0.95536 3.16666 1.08077
10 H -2.40180 2.20069 1.89832
11 H -2.31030 2.44406 0.02936
12 H 2.88009 -2.12655 -1.06088
13 H 1.99763 -3.16393 0.07902
14 H 1.63784 -3.27979 -1.71363

* net charge: +1
* highest occupied orbital energy (alpha / beta): -11.25 / -16.58 eV
* relative energy (zero: lowest compared OMol25 entry of this formula, charge and spin): 2.647 eV
* lowest unoccupied orbital energy (alpha / beta): -3.88 / -8.33 eV
* spin multiplicity: 3
* energy: -6791.929 eV


(3)
The following is a quantum chemistry calculation of an isolated ion of composition C5H8N and charge +1 in a non-equilibrium geometry, from the OMol25 dataset.

Cartesian coordinates (Å):
1 C -1.49701 0.01622 -1.05396
2 C -0.43260 -0.76564 -1.24351
3 C -0.90374 0.85516 0.03410
4 C 0.38962 0.08135 -0.00711
5 C 1.84814 0.03992 0.23018
6 N -0.62410 -0.07470 1.10962
7 H -2.46918 -0.02634 -1.56978
8 H 0.02274 -1.52600 -1.79923
9 H -1.09755 1.82274 0.29744
10 H 2.12460 0.56982 1.05027
11 H 2.17804 0.69442 -0.55494
12 H 1.97205 -1.02359 0.21557
13 H -0.36532 0.19587 2.01300
14 H -1.14569 -0.85923 1.27837

* net charge: +1
* highest occupied orbital energy (alpha / beta): -10.88 / -15.93 eV
* relative energy (zero: lowest compared OMol25 entry of this formula, charge and spin): 4.646 eV
* lowest unoccupied orbital energy (alpha / beta): -3.11 / -7.18 eV
* spin multiplicity: 3
* energy: -6789.930 eV


(4)
The following is a quantum chemistry calculation of an isolated ion of composition C5H8N and charge +1 in a non-equilibrium geometry, from the OMol25 dataset.

Cartesian coordinates (Å):
1 C 1.34790 -0.38861 0.33609
2 C 0.40259 -0.89681 -1.51753
3 C -0.77476 0.37622 -0.12551
4 C 0.74304 0.37579 -0.75556
5 C -1.20965 0.95130 1.17419
6 N 0.06454 -0.83251 -0.13373
7 H 2.18375 -1.12021 0.16462
8 H 1.49467 0.17451 1.36428
9 H -0.46579 -1.01212 -2.06549
10 H 1.26773 -1.42057 -1.92502
11 H -1.34987 0.39498 -1.03879
12 H -1.43100 2.01315 0.95381
13 H -0.33313 0.84725 1.84490
14 H -1.94001 0.53763 1.72374

* net charge: +1
* highest occupied orbital energy (alpha / beta): -11.65 / -17.06 eV
* relative energy (zero: lowest compared OMol25 entry of this formula, charge and spin): 7.189 eV
* lowest unoccupied orbital energy (alpha / beta): -2.73 / -9.82 eV
* spin multiplicity: 3
* energy: -6787.387 eV


(5)
The following is a quantum chemistry calculation of the molecule C5H8N2 in a non-equilibrium geometry, from the OMol25 dataset.

Cartesian coordinates (Å):
1 C 2.02896 -0.48956 -0.15959
2 C 0.52976 -0.46066 -0.33530
3 C -0.35072 -1.24171 0.56172
4 N -0.22646 0.20045 0.72492
5 C -1.43875 0.92199 0.36308
6 C -1.29638 1.93723 -0.68240
7 N -1.36219 2.70313 -1.54670
8 H 2.28257 -0.64036 0.89498
9 H 2.48452 0.44903 -0.48902
10 H 2.46978 -1.31019 -0.73688
11 H 0.17389 -0.31009 -1.35771
12 H -1.29587 -1.59360 0.14946
13 H 0.05921 -1.85060 1.36233
14 H -2.23456 0.25881 -0.00104
15 H -1.82375 1.42613 1.25216

* highest occupied orbital energy: -9.78 eV
* relative energy (zero: lowest compared OMol25 entry of this formula, charge and spin): 1.765 eV
* lowest unoccupied orbital energy: 0.92 eV
* energy: -8293.231 eV


(6)
The following is a quantum chemistry calculation of a 2-piece molecular cluster, C5H8N2 overall in a non-equilibrium geometry, from the OMol25 dataset.

Cartesian coordinates (Å):
1 C 0.84840 1.19167 0.26572
2 C -0.81486 -0.09358 0.41868
3 N 1.77430 0.47856 -0.22199
4 C -0.81319 -0.71631 -0.79092
5 C -1.35239 0.01427 1.61100
6 C 0.28261 -1.53677 -1.19888
7 N 0.55217 2.29276 0.77916
8 H 2.51363 0.93940 -0.73431
9 H 1.16686 -0.66601 -1.03903
10 H -0.43046 2.52063 0.84811
11 H -1.45767 -0.29737 -1.56244
12 H -2.12302 -0.67443 1.93895
13 H -1.01482 0.75600 2.32316
14 H 0.65744 -2.23147 -0.44842
15 H 0.21102 -1.97734 -2.18879

* highest occupied orbital energy: -8.90 eV
* relative energy (zero: lowest compared OMol25 entry of this formula, charge and spin): 4.351 eV
* lowest unoccupied orbital energy: 0.10 eV
* energy: -8290.645 eV


(7)
The following is a quantum chemistry calculation of C5H8N2 as an isolated structure, from the OMol25 dataset.

Cartesian coordinates (Å):
1 C -2.01230 -0.43215 0.18855
2 N -0.85074 0.34956 -0.16585
3 C 0.28467 -0.06905 -0.85697
4 C 1.32409 0.89616 -0.74895
5 C 1.56524 -0.81016 0.09962
6 C 0.67373 1.77651 0.23364
7 N -0.56126 1.46678 0.52853
8 H -2.21257 -1.15524 -0.60651
9 H -2.87794 0.22532 0.29323
10 H -1.86700 -0.97417 1.13170
11 H 0.14122 -0.79169 -1.65479
12 H 2.28715 -0.30670 0.73977
13 H 2.10428 -1.45941 -0.58857
14 H 0.90833 -1.40034 0.75079
15 H 1.09309 2.68457 0.65581

* highest occupied orbital energy: -8.33 eV
* relative energy (zero: lowest compared OMol25 entry of this formula, charge and spin): 4.534 eV
* lowest unoccupied orbital energy: 0.74 eV
* energy: -8290.463 eV


(8)
The following is a quantum chemistry calculation of the molecule C5H8N2 in a non-equilibrium geometry, from the OMol25 dataset.

Cartesian coordinates (Å):
1 N 1.98619 -0.68522 -0.23231
2 C 0.84826 -0.01364 0.38397
3 C 1.15517 1.39452 0.77469
4 N 1.41802 2.47302 1.10280
5 C -0.36049 -0.09709 -0.53609
6 C -1.67832 0.49210 -0.13600
7 C -1.50842 -0.99885 -0.18313
8 H 2.76410 -0.71916 0.41821
9 H 2.31214 -0.14937 -1.03421
10 H 0.60493 -0.54357 1.31514
11 H -0.09449 -0.03390 -1.58578
12 H -1.72930 0.99057 0.82927
13 H -2.27784 0.95903 -0.91044
14 H -1.99794 -1.55895 -0.97875
15 H -1.44200 -1.50947 0.77262

* highest occupied orbital energy: -10.37 eV
* relative energy (zero: lowest compared OMol25 entry of this formula, charge and spin): 1.312 eV
* lowest unoccupied orbital energy: 0.94 eV
* energy: -8293.684 eV


(9)
The following is a quantum chemistry calculation of the molecule C5H8N2 in a non-equilibrium geometry, from the OMol25 dataset.

Cartesian coordinates (Å):
1 C -0.92271 1.15176 -0.07849
2 C -0.18339 -0.17651 -0.10814
3 C 1.26697 -0.12871 -0.57843
4 C 2.07632 0.81440 0.20267
5 N 2.68652 1.58006 0.81889
6 C -0.59068 -1.25965 0.81855
7 N -0.88271 -1.35284 -0.61200
8 H -0.23004 1.99202 0.03066
9 H -1.48808 1.30104 -1.00593
10 H -1.62397 1.19928 0.76028
11 H 1.31233 0.16544 -1.63342
12 H 1.70827 -1.12753 -0.50537
13 H -1.40834 -1.04847 1.50528
14 H 0.13674 -1.98205 1.18373
15 H -1.85724 -1.12825 -0.79827

* highest occupied orbital energy: -10.00 eV
* relative energy (zero: lowest compared OMol25 entry of this formula, charge and spin): 1.302 eV
* lowest unoccupied orbital energy: 0.88 eV
* energy: -8293.694 eV


(10)
The following is a quantum chemistry calculation of the molecule C5H8N2 in a non-equilibrium geometry, from the OMol25 dataset.

Cartesian coordinates (Å):
1 C -0.34623 -0.90143 -1.54886
2 C 0.44102 1.63575 0.63499
3 C -0.11669 0.78538 1.79422
4 C -1.47217 0.29967 1.52220
5 N -2.54031 -0.08067 1.29042
6 C 0.84007 -0.53179 -0.66667
7 N 0.86364 0.91314 -0.37534
8 H -0.31442 -1.96702 -1.79519
9 H -1.28985 -0.69215 -1.03722
10 H -0.32470 -0.33382 -2.48558
11 H -0.16743 1.41875 2.68381
12 H 0.50811 -0.08273 2.04824
13 H 1.78509 -0.77951 -1.16280
14 H 0.81559 -1.08758 0.27362
15 H 1.23374 1.46003 -1.14661

* highest occupied orbital energy: -8.57 eV
* relative energy (zero: lowest compared OMol25 entry of this formula, charge and spin): 2.457 eV
* lowest unoccupied orbital energy: 0.79 eV
* energy: -8292.540 eV


Q: energy of number 7 (C5H8N2)?
A: -8290.463 eV